C7H75N2O32S | ωB97M-V/def2-TZVPD

The geometry in XYZ format:
```
117
Properties=species:S:1:pos:R:3:forces:R:3:lowdin_charge:R:1
N 1.132657 -2.455252 -0.511576 -0.3 1.0 -0.2 0.01
C 1.076212 -1.133165 -1.185667 0.4 0.6 -0.4 -0.28
C -0.144056 -0.179736 -0.764081 -0.5 0.2 0.6 -0.15
C -1.554231 -0.892628 -0.577111 -3.0 -0.5 1.7 -0.12
C -2.391662 -0.466553 0.681314 -0.2 -2.1 -2.5 0.07
N -3.713959 -1.026237 0.953574 1.9 -1.4 -3.1 0.05
C -4.316504 -2.020846 0.098668 1.9 -0.7 -2.3 -0.01
C -3.617408 -2.543633 -1.188326 1.9 3.4 3.0 0.00
C -2.218158 -1.935480 -1.520509 -2.5 0.2 1.6 -0.43
S -1.363689 -2.477869 -3.053074 -0.1 0.7 0.7 0.83
H 0.239274 -2.962058 -0.517555 0.7 0.2 0.3 0.03
H 1.571656 -2.423482 0.416017 -0.5 -0.1 -0.6 0.07
H 2.051532 -0.562528 -0.937679 -1.6 -0.9 -0.6 0.12
H 1.062775 -1.254840 -2.322075 0.1 0.0 1.6 0.09
H -0.307657 0.702733 -1.485690 0.4 -1.4 0.9 0.13
H 0.132965 0.279321 0.254019 -0.7 -0.6 -1.5 0.09
H -2.005500 0.306571 1.439489 -0.6 -1.3 -1.4 0.15
H -4.238018 -0.733218 1.792295 0.5 -0.1 -0.7 0.17
H -5.360507 -2.491472 0.326465 1.8 1.3 -0.1 0.12
H -4.055374 -3.331906 -1.886253 0.4 1.3 1.4 0.12
H -2.282270 -2.922846 -4.012692 0.0 0.3 1.6 -0.07
O -2.818827 0.001762 -5.622785 -0.3 -0.3 0.2 -0.05
H -2.533943 -0.563414 -4.892620 0.2 0.1 -0.1 0.01
H -3.706375 -0.317540 -5.834119 0.1 -0.1 0.1 0.06
O -7.127500 -2.609413 -0.719709 0.5 -0.3 0.4 -0.09
H -6.904967 -1.851751 -1.277047 -0.5 0.1 0.0 0.01
H -8.086596 -2.553866 -0.628569 0.1 0.1 -0.1 0.05
O -4.151615 -5.393462 1.458223 0.0 0.4 0.0 -0.04
H -3.927012 -4.635638 0.902246 -0.1 -0.2 -0.1 0.01
H -5.112623 -5.340081 1.549960 0.1 -0.2 0.1 0.07
O -3.729533 1.598350 -7.885629 -0.4 -0.3 0.3 -0.04
H -3.448324 1.031166 -7.154431 0.4 0.3 -0.4 -0.01
H -4.616217 1.282323 -8.104073 0.1 0.1 -0.3 0.04
O 3.696353 0.360853 -2.512846 0.0 -0.1 0.2 -0.08
H 4.463241 -0.226814 -2.450968 0.0 0.0 -0.2 0.02
H 4.074340 1.210993 -2.779221 0.0 -0.3 0.0 -0.01
O 3.527393 2.985156 -1.925631 -0.3 0.2 0.0 -0.06
H 3.115897 3.841222 -1.730853 0.2 0.2 0.2 0.03
H 2.915685 2.340389 -1.549051 0.2 0.0 -0.1 0.03
O -4.333252 -5.054682 4.576563 0.2 -0.1 -0.1 -0.06
H -3.977024 -5.090221 3.679645 -0.1 -0.1 0.0 -0.01
H -3.955773 -5.830309 5.009859 -0.1 0.1 0.0 0.04
O 0.815027 0.113806 2.425634 -0.1 0.2 -0.1 -0.06
H 0.738316 -0.806796 2.142362 0.1 0.1 0.1 0.04
H 1.768776 0.264134 2.476670 -0.1 0.0 -0.3 0.06
O 2.618779 5.511252 -0.319341 -0.1 -0.1 0.1 -0.06
H 2.855717 6.445726 -0.250312 0.1 0.0 -0.1 0.01
H 2.311114 5.282208 0.568694 0.0 0.2 0.0 0.01
O -1.355615 -3.978116 1.380906 -0.3 0.1 0.0 -0.04
H -1.768337 -3.127168 1.575754 0.1 -0.1 0.0 0.02
H -1.967476 -4.626765 1.758386 0.1 0.0 0.1 0.03
O 2.349180 -1.510025 3.992714 0.1 -0.2 0.6 -0.05
H 1.938913 -0.653930 4.176322 0.0 -0.1 0.0 0.04
H 1.733739 -2.150897 4.374708 0.1 0.0 -0.1 0.07
O -8.294932 -0.873211 -2.306736 -0.1 -0.1 0.0 -0.07
H -8.594474 0.025370 -2.499095 0.3 0.0 -0.1 0.03
H -8.018561 -1.213668 -3.166568 -0.2 0.2 0.0 0.05
O -7.788136 1.242955 -4.030844 -0.4 0.2 0.3 -0.06
H -8.610656 1.538219 -4.442466 0.2 0.0 -0.2 0.06
H -7.332441 2.063973 -3.806353 0.0 -0.1 -0.2 0.05
O -0.848930 -6.693836 -0.266134 -0.1 0.2 0.1 -0.05
H -1.093510 -6.009742 0.368145 0.2 -0.1 -0.1 0.00
H -1.047567 -6.297486 -1.124848 0.0 -0.2 0.0 0.02
O 0.316776 3.073813 3.362815 0.0 0.0 0.0 -0.06
H 0.599237 2.169429 3.195315 -0.1 0.0 -0.1 0.01
H 0.983802 3.414963 3.976527 0.3 -0.1 0.1 0.00
O 4.965181 -2.410893 -2.394839 -0.3 -0.1 0.3 -0.06
H 4.078904 -2.555045 -2.039276 0.1 0.0 -0.1 0.03
H 5.298126 -3.302658 -2.568157 0.1 0.2 -0.3 0.01
O -6.212573 2.291249 -6.286457 0.0 0.1 0.1 -0.06
H -5.444427 1.711817 -6.229838 -0.1 0.3 0.0 0.00
H -5.841859 3.142959 -6.552379 0.0 -0.2 -0.1 0.06
O -2.952556 -6.831566 -2.198089 -0.3 -0.1 -0.1 -0.07
H -3.011798 -7.418152 -1.431914 0.2 0.1 0.0 0.04
H -3.341840 -7.344901 -2.917135 0.1 0.1 0.0 0.05
O 1.588430 5.936402 2.658948 -0.3 0.0 0.0 -0.04
H 1.183933 6.791730 2.848438 0.1 -0.1 0.0 0.05
H 0.974767 5.296689 3.045124 0.1 0.1 -0.1 0.01
O -0.088018 4.175265 5.906360 -0.1 -0.2 0.1 -0.06
H -0.146268 3.593613 6.676891 0.0 0.1 0.1 0.01
H -0.484725 3.657207 5.193162 0.0 0.1 0.1 0.01
O 4.205800 3.354853 -5.235535 0.2 0.0 0.3 -0.06
H 4.441280 4.287988 -5.163231 -0.1 -0.1 -0.1 0.04
H 3.898705 3.121664 -4.348015 -0.1 0.1 -0.1 0.00
O -1.591012 2.187291 -4.004221 -0.2 -0.3 0.0 -0.04
H -1.654114 1.604914 -3.238654 0.0 0.2 -0.1 0.02
H -1.976073 1.668759 -4.725647 0.0 0.1 0.0 0.02
O 3.075603 3.591118 5.035396 0.0 0.1 0.2 -0.06
H 2.958699 3.826035 5.964068 -0.2 0.1 -0.2 0.04
H 4.030716 3.479160 4.939569 -0.1 -0.2 -0.1 0.02
O 5.078886 -2.020625 5.356251 0.0 0.4 0.3 -0.05
H 5.145541 -1.380375 6.077166 -0.1 -0.2 0.1 0.04
H 4.195339 -1.870884 4.992242 0.1 0.0 -0.3 0.00
O 6.032591 -4.757503 -3.962060 0.1 -0.3 0.1 -0.05
H 6.389361 -4.791552 -4.858108 -0.1 0.2 0.1 0.05
H 6.412212 -5.532658 -3.529332 -0.1 0.1 0.0 0.05
O 6.429639 1.430986 -3.507207 -0.2 0.2 0.0 -0.05
H 6.186850 2.118280 -2.873047 0.1 0.0 -0.1 0.03
H 6.231165 1.826243 -4.367313 0.0 0.0 0.1 0.03
O 0.062185 2.195688 8.507472 0.2 -0.1 -0.1 -0.05
H 0.347559 1.288639 8.334932 0.0 0.1 0.0 0.03
H 0.725838 2.537026 9.119929 -0.1 0.0 -0.1 0.05
O 5.188704 1.646695 4.500119 0.0 -0.3 -0.2 -0.05
H 5.536995 1.605464 3.600206 0.0 0.1 0.1 0.06
H 5.566390 0.870196 4.931679 0.1 0.2 0.0 0.03
O 1.866314 -1.089426 7.276878 0.1 -0.2 -0.2 -0.05
H 2.226408 -1.136383 6.381518 0.0 0.1 0.2 -0.01
H 2.240195 -1.861817 7.720169 -0.1 0.1 0.0 0.05
O 3.382058 8.592334 -0.275669 -0.2 0.2 0.1 -0.05
H 3.976605 9.307465 -0.533338 0.0 -0.2 0.0 0.05
H 2.570951 9.045380 -0.013430 0.1 -0.1 0.0 0.05
O 8.004877 -1.047969 5.781684 -0.3 0.0 0.2 -0.06
H 8.287189 -1.607521 6.515657 0.1 0.1 -0.1 0.04
H 7.117436 -1.365696 5.572286 0.2 -0.2 -0.2 -0.01
O -0.500114 4.692137 -5.306163 -0.3 0.1 0.1 -0.06
H -0.914100 5.542514 -5.115460 0.1 -0.1 -0.1 0.03
H -1.112102 4.043776 -4.932387 0.2 0.0 0.1 -0.01
```
Positions in Å, forces in eV/Å.

Summary:
Highest occupied orbital energy: -12.06 eV
Relative energy (zero: lowest compared OMol25 entry of this formula, charge and spin): 4.068 eV
F_max: 4.902 eV Å⁻¹
Orbital gap: 7.09 eV
Electronic energy: -87802.6571 eV
Total charge: +1